1.
A structure of composition C31H51Si in a non-equilibrium geometry. Source: OMol25; level of theory: wB97M-V/def2-TZVPD.

Computed properties:
Charge   +1
Frontier orbital gap   7.103 eV

Cartesian coordinates (Å):
C: 7.60461 0.93065 -1.13132
C: 6.22394 0.84693 -1.76279
C: 5.09021 0.80541 -0.74247
C: 3.74139 0.68767 -1.43572
C: 2.59127 0.46260 -0.46696
C: 1.27595 0.29175 -1.26358
Si: -0.08247 -0.46553 -0.25143
C: -1.84654 -0.09715 -0.71848
C: -1.96398 -1.31376 -1.67610
C: -3.32351 -1.38487 -2.35161
C: -3.36996 -2.61096 -3.23529
C: -4.68589 -2.80606 -3.95552
C: -4.61646 -4.06565 -4.80144
C: 0.23754 -1.42427 1.28745
C: -0.90308 -1.56581 2.32631
C: -1.68724 -2.87977 2.18328
C: -0.78273 -4.09268 2.36649
C: -1.48214 -5.43017 2.15738
C: -0.47956 -6.57699 2.30359
H: -0.05756 2.91561 3.31068
H: 8.36153 0.97909 -1.91624
H: 7.71486 1.82142 -0.50703
H: 7.82153 0.05738 -0.50956
H: 6.06362 1.71278 -2.41687
H: 6.16700 -0.05066 -2.39298
H: 5.22400 -0.04937 -0.06250
H: 5.10021 1.70869 -0.11033
H: 3.55472 1.58333 -2.04605
H: 3.76171 -0.15171 -2.14336
H: 2.80008 -0.44508 0.12322
H: 2.51456 1.30833 0.23547
H: 0.94449 1.26971 -1.65735
H: 1.42974 -0.38081 -2.12578
H: -2.55467 -0.14183 0.13149
H: -1.97333 0.87641 -1.23169
H: -1.19439 -1.26749 -2.46678
H: -1.79894 -2.26339 -1.13680
H: -4.10535 -1.41171 -1.58350
H: -3.47171 -0.46853 -2.93384
H: -2.55843 -2.54892 -3.97098
H: -3.15114 -3.49783 -2.62762
H: -5.49565 -2.88029 -3.22303
H: -4.89215 -1.93218 -4.58155
H: -5.54953 -4.23808 -5.33628
H: -3.81297 -3.99838 -5.53881
H: -4.41561 -4.94434 -4.18356
H: 0.54226 -2.40108 0.88130
H: 1.10727 -0.95030 1.77538
H: -0.46551 -1.55521 3.33124
H: -1.60619 -0.72740 2.28668
H: -2.49389 -2.92104 2.93298
H: -2.18343 -2.92864 1.20291
H: 0.07969 -4.04219 1.68883
H: -0.36777 -4.06301 3.38511
H: -2.28535 -5.54207 2.89854
H: -1.95032 -5.46880 1.16308
H: -0.97083 -7.54704 2.17193
H: 0.32771 -6.48906 1.56412
H: -0.01418 -6.56047 3.29695
C: -0.18273 3.66234 2.50429
C: 1.10037 3.78268 1.66454
C: 2.30295 3.89543 2.37992
C: 3.48960 4.33151 1.78659
C: 3.53760 4.63864 0.42245
C: 2.36546 4.49138 -0.31514
C: 1.18401 4.03769 0.29129
C: -1.59205 3.57529 1.92070
C: -2.61220 3.23726 2.82894
C: -3.95512 3.48665 2.54774
C: -4.32970 4.11276 1.35251
C: -3.33139 4.45659 0.43873
C: -1.98236 4.17220 0.71298
H: -0.19282 4.60340 3.15397
H: 2.27496 3.69439 3.44979
H: 4.38570 4.48467 2.38593
H: 4.42879 5.08715 -0.02755
H: 2.34606 4.80283 -1.36228
H: 0.31419 3.94569 -0.34352
H: -2.34254 2.78855 3.78505
H: -4.72158 3.22076 3.27034
H: -5.36642 4.37835 1.14180
H: -3.57301 4.99917 -0.47547
H: -1.23518 4.43740 -0.02280



2.
An isolated molecule of C2H5N5O in a non-equilibrium geometry. Source: OMol25; level of theory: wB97M-V/def2-TZVPD.

Computed properties:
Charge   0
Frontier orbital gap   9.799 eV
Relative energy (zero: lowest compared OMol25 entry of this formula, charge and spin)   177.91 kJ/mol

Cartesian coordinates (Å):
C: 1.54913 0.32542 -0.10168
C: -0.52530 1.15222 -0.23214
H: -1.57398 -1.33883 0.97973
H: -1.68718 -1.77692 -0.59704
H: 0.66861 -1.31474 0.60781
H: 3.14465 -0.56810 -0.07137
H: -2.26416 1.59607 0.12822
N: -1.67982 -0.94692 0.02342
N: -0.58430 -0.22462 -0.40949
N: 0.71454 -0.79389 -0.22031
N: 2.81510 0.37950 -0.02146
N: -1.37264 2.04764 -0.03269
O: 0.79534 1.46317 -0.05300